{
  "formula": "C46H69BaBrClGeN6O3P3",
  "method": "the ωB97M-V functional and the def2-TZVPD basis",
  "elements": ["Ba", "C", "C", "C", "P", "C", "N", "Ge", "N", "C", "P", "C", "C", "C", "C", "C", "C", "C", "C", "C", "C", "C", "C", "N", "C", "C", "C", "C", "C", "C", "C", "C", "C", "C", "C", "C", "N", "C", "P", "C", "C", "C", "C", "C", "C", "C", "C", "C", "H", "H", "H", "H", "H", "H", "H", "H", "H", "H", "H", "H", "H", "H", "H", "H", "H", "H", "H", "H", "H", "H", "H", "H", "H", "H", "H", "H", "H", "H", "H", "H", "H", "H", "H", "H", "H", "H", "H", "H", "H", "H", "H", "H", "H", "H", "H", "H", "H", "H", "H", "H", "H", "H", "H", "H", "H", "H", "H", "H", "O", "C", "C", "C", "N", "C", "Br", "C", "H", "H", "H", "H", "Cl", "C", "C", "O", "O", "H", "H", "N", "H", "H", "H"],
  "xyz": [[0.597, -1.222, -0.059], [0.589, 1.459, -5.494], [1.157, 0.317, -4.640], [2.668, 0.485, -4.452], [0.305, -0.116, -3.048], [-0.686, 1.284, -2.290], [-0.213, 1.992, -1.072], [-0.200, 1.453, 0.784], [-1.794, 1.949, 1.631], [-2.791, 0.906, 1.934], [-3.141, -0.180, 0.475], [-4.536, 0.557, -0.507], [-4.133, 1.601, -1.551], [-5.707, 1.091, 0.334], [-4.093, -1.625, 1.165], [-3.785, -1.935, 2.625], [-3.878, -2.857, 0.286], [-2.257, 3.221, 1.241], [-3.559, 3.698, 1.329], [-3.869, 4.961, 0.831], [-2.908, 5.766, 0.241], [-1.586, 5.327, 0.208], [-1.292, 4.092, 0.733], [0.064, 3.574, 0.892], [0.951, 3.874, -0.217], [1.891, 4.873, -0.222], [2.625, 5.082, -1.392], [2.373, 4.295, -2.502], [1.434, 3.263, -2.463], [0.728, 3.018, -1.298], [0.587, 3.820, 2.226], [0.337, 4.959, 2.954], [0.866, 5.057, 4.238], [1.599, 3.999, 4.745], [1.821, 2.839, 4.006], [1.318, 2.740, 2.709], [1.478, 1.644, 1.819], [2.386, 0.632, 2.412], [3.154, -0.605, 1.254], [4.374, 0.345, 0.257], [5.191, -0.629, -0.595], [3.676, 1.356, -0.654], [4.221, -1.619, 2.369], [5.436, -0.902, 2.954], [3.383, -2.250, 3.486], [-1.019, -1.262, -3.701], [-2.039, -0.627, -4.644], [-1.751, -2.050, -2.599], [0.841, 1.295, -6.544], [1.025, 2.421, -5.223], [-0.494, 1.563, -5.432], [1.009, -0.616, -5.194], [2.904, 1.327, -3.799], [3.151, 0.669, -5.414], [3.127, -0.404, -4.015], [-1.627, 0.806, -2.010], [-0.948, 2.047, -3.030], [-3.682, 1.354, 2.372], [-2.366, 0.252, 2.697], [-4.886, -0.330, -1.049], [-3.524, 2.401, -1.123], [-5.029, 2.062, -1.973], [-3.584, 1.159, -2.382], [-5.608, 2.166, 0.472], [-5.798, 0.636, 1.322], [-6.654, 0.925, -0.183], [-5.149, -1.350, 1.101], [-2.716, -2.043, 2.798], [-4.257, -2.875, 2.916], [-4.143, -1.158, 3.302], [-2.848, -3.214, 0.356], [-4.095, -2.663, -0.768], [-4.538, -3.666, 0.607], [-4.334, 3.107, 1.791], [-4.891, 5.311, 0.904], [-3.169, 6.734, -0.162], [-0.793, 5.940, -0.202], [2.037, 5.482, 0.661], [3.370, 5.865, -1.432], [2.920, 4.467, -3.420], [1.267, 2.654, -3.335], [-0.264, 5.753, 2.532], [0.691, 5.944, 4.830], [2.002, 4.059, 5.748], [2.371, 2.029, 4.457], [1.897, 0.066, 3.212], [3.239, 1.140, 2.869], [5.041, 0.884, 0.936], [4.570, -1.053, -1.390], [5.626, -1.458, -0.036], [6.015, -0.099, -1.078], [3.005, 0.849, -1.358], [4.416, 1.891, -1.253], [3.089, 2.087, -0.100], [4.573, -2.428, 1.721], [5.148, -0.004, 3.505], [6.163, -0.611, 2.197], [5.950, -1.558, 3.660], [3.200, -1.536, 4.291], [3.909, -3.104, 3.916], [2.412, -2.604, 3.133], [-0.425, -1.984, -4.273], [-2.561, 0.209, -4.173], [-2.799, -1.360, -4.927], [-1.583, -0.264, -5.563], [-2.390, -1.388, -2.012], [-1.083, -2.580, -1.912], [-2.381, -2.815, -3.056], [-0.796, -9.008, 1.172], [-0.419, -7.893, 0.511], [-1.078, -7.404, -0.615], [-0.588, -6.258, -1.203], [0.475, -5.578, -0.754], [1.047, -6.067, 0.321], [2.534, -5.092, 1.029], [0.681, -7.210, 1.004], [-1.564, -9.403, 0.746], [-1.946, -7.904, -1.024], [-1.074, -5.863, -2.087], [1.202, -7.544, 1.887], [-1.183, -5.000, 2.999], [-0.533, -3.382, 3.311], [-0.366, -2.506, 2.092], [-0.091, -1.286, 2.292], [-0.466, -3.011, 0.935], [0.441, -3.490, 3.787], [-1.194, -2.877, 4.009], [2.034, -3.089, -1.769], [2.022, -2.941, -2.773], [1.535, -3.963, -1.583], [3.001, -3.270, -1.516]],
  "multiplicity": 2,
  "charge": 1,
  "energy_ev": -231544.295
}

=====

{
  "formula": "C6H9NO3P",
  "method": "the ωB97M-V functional and the def2-TZVPD basis",
  "elements": ["C", "C", "C", "C", "C", "C", "N", "O", "O", "O", "P", "H", "H", "H", "H", "H", "H", "H", "H", "H"],
  "xyz": [[-1.008, 1.617, 1.897], [-1.059, 0.189, 1.875], [-0.083, 1.960, 0.971], [-0.175, -0.214, 0.896], [0.248, 3.310, 0.313], [1.044, -2.632, -2.002], [1.205, -1.654, -0.914], [-1.760, -1.613, -1.782], [-0.291, -2.956, 0.793], [0.406, 0.858, 0.375], [-0.203, -1.733, 0.024], [-1.536, 2.195, 2.655], [-1.528, -0.497, 2.577], [-0.667, 3.607, -0.131], [0.624, 3.952, 1.124], [0.980, 3.015, -0.378], [1.109, -3.655, -1.618], [-0.013, -2.527, -2.462], [1.788, -2.421, -2.812], [0.917, -0.801, -1.402]],
  "multiplicity": 1,
  "charge": -1,
  "energy_ev": -23286.694
}

=====

{
  "formula": "C63H78AsF6N11O",
  "method": "the ωB97M-V functional and the def2-TZVPD basis",
  "elements": ["C", "C", "O", "N", "H", "H", "C", "H", "H", "H", "H", "H", "H", "C", "N", "C", "C", "C", "C", "C", "C", "C", "C", "N", "C", "C", "C", "H", "H", "H", "H", "H", "H", "H", "H", "H", "H", "H", "H", "H", "H", "C", "N", "C", "C", "C", "C", "C", "C", "C", "C", "N", "C", "C", "C", "H", "H", "H", "H", "H", "H", "H", "H", "H", "H", "H", "H", "H", "H", "C", "N", "C", "C", "C", "C", "C", "C", "C", "C", "N", "C", "C", "C", "H", "H", "H", "H", "H", "H", "H", "H", "H", "H", "H", "H", "H", "H", "C", "N", "C", "C", "C", "C", "C", "C", "C", "C", "N", "C", "C", "C", "H", "H", "H", "H", "H", "H", "H", "H", "H", "H", "H", "H", "H", "H", "C", "N", "C", "C", "C", "C", "C", "C", "C", "C", "N", "C", "C", "C", "H", "H", "H", "H", "H", "H", "H", "H", "H", "H", "H", "H", "H", "H", "As", "F", "F", "F", "F", "F", "F"],
  "xyz": [[1.157, 1.794, -2.255], [2.052, 0.575, -2.639], [3.092, 0.246, -2.081], [1.694, -0.195, -3.899], [1.018, 0.178, -4.550], [2.620, -0.299, -4.288], [1.183, -1.643, -3.568], [0.117, 1.666, -2.557], [1.551, 2.698, -2.719], [1.246, 2.074, -1.206], [2.012, -2.240, -3.190], [0.947, -2.080, -4.538], [0.266, -1.733, -2.985], [13.809, 1.101, 0.370], [12.387, 0.894, 0.585], [11.880, -0.331, 0.220], [10.477, -0.564, 0.381], [9.647, 0.410, 0.974], [10.231, 1.632, 1.298], [11.600, 1.898, 1.043], [8.209, 0.128, 1.051], [7.214, 0.952, 0.345], [5.894, 0.501, 0.245], [5.606, -0.655, 0.896], [6.449, -1.282, 1.743], [7.761, -0.918, 1.793], [4.250, -1.226, 0.886], [14.262, 0.232, -0.108], [14.201, 1.393, 1.344], [14.100, 1.824, -0.392], [12.543, -1.100, -0.148], [10.138, -1.574, 0.200], [9.666, 2.479, 1.658], [12.076, 2.837, 1.285], [7.445, 1.879, -0.160], [5.064, 0.921, -0.302], [6.025, -2.092, 2.318], [8.413, -1.595, 2.324], [4.305, -1.970, 0.091], [3.529, -0.458, 0.606], [3.962, -1.774, 1.784], [-7.442, 4.621, -9.087], [-7.029, 4.227, -7.791], [-7.526, 4.790, -6.673], [-7.087, 4.406, -5.401], [-6.090, 3.394, -5.315], [-5.690, 2.661, -6.455], [-6.109, 3.190, -7.681], [-5.463, 3.053, -4.060], [-4.189, 3.396, -3.767], [-3.582, 2.954, -2.595], [-4.286, 2.189, -1.724], [-5.561, 1.831, -1.987], [-6.164, 2.282, -3.150], [-3.576, 1.527, -0.574], [-7.693, 3.729, -9.661], [-6.567, 5.030, -9.592], [-8.257, 5.342, -9.028], [-8.284, 5.544, -6.824], [-7.360, 4.963, -4.517], [-5.096, 1.775, -6.282], [-5.702, 2.825, -8.613], [-3.629, 3.951, -4.504], [-2.542, 3.078, -2.329], [-5.961, 1.321, -1.124], [-7.167, 1.952, -3.377], [-4.086, 0.607, -0.288], [-3.642, 2.252, 0.237], [-2.536, 1.307, -0.818], [0.041, -2.578, 5.520], [-1.382, -2.531, 5.220], [-2.155, -1.829, 6.193], [-3.520, -1.720, 5.926], [-4.144, -2.350, 4.863], [-3.320, -3.174, 4.035], [-1.957, -3.228, 4.248], [-5.575, -2.056, 4.523], [-6.586, -1.976, 5.522], [-7.886, -1.719, 5.115], [-8.138, -1.398, 3.827], [-7.206, -1.306, 2.940], [-5.884, -1.626, 3.233], [-9.506, -1.003, 3.376], [0.340, -1.697, 6.087], [0.486, -2.438, 4.536], [0.256, -3.559, 5.944], [-1.736, -1.337, 7.058], [-4.101, -1.128, 6.618], [-3.692, -3.602, 3.116], [-1.268, -3.822, 3.667], [-6.391, -2.293, 6.536], [-8.768, -1.651, 5.736], [-7.517, -1.032, 1.943], [-5.091, -1.469, 2.516], [-9.610, -1.264, 2.323], [-9.573, 0.061, 3.605], [-10.315, -1.500, 3.911], [8.391, 0.418, 8.314], [7.339, 0.911, 7.330], [7.714, 1.684, 6.284], [6.733, 2.183, 5.408], [5.362, 1.885, 5.581], [5.096, 0.992, 6.619], [6.047, 0.509, 7.503], [4.334, 2.383, 4.679], [3.064, 1.750, 4.560], [2.070, 2.288, 3.603], [2.288, 3.424, 2.880], [3.438, 4.109, 3.076], [4.417, 3.596, 3.944], [1.192, 3.876, 1.997], [8.305, -0.668, 8.338], [8.273, 0.940, 9.264], [9.376, 0.673, 7.924], [8.779, 1.858, 6.252], [7.214, 2.774, 4.643], [4.064, 0.777, 6.854], [5.942, -0.143, 8.358], [2.766, 0.825, 5.032], [1.133, 1.778, 3.435], [3.588, 4.982, 2.458], [5.283, 4.240, 3.912], [1.731, 4.458, 1.249], [0.434, 4.449, 2.531], [0.632, 3.026, 1.608], [-5.419, -1.865, -9.157], [-4.998, -2.203, -7.780], [-5.804, -2.072, -6.729], [-5.371, -2.352, -5.439], [-4.197, -3.048, -5.213], [-3.400, -3.278, -6.326], [-3.796, -2.815, -7.570], [-3.723, -3.472, -3.868], [-3.985, -2.785, -2.669], [-3.501, -3.237, -1.476], [-2.697, -4.331, -1.482], [-2.491, -5.030, -2.599], [-3.016, -4.650, -3.799], [-2.101, -4.845, -0.263], [-6.354, -1.307, -9.210], [-5.501, -2.813, -9.688], [-4.652, -1.278, -9.661], [-6.733, -1.563, -6.937], [-6.074, -2.174, -4.639], [-2.395, -3.658, -6.220], [-3.103, -2.838, -8.398], [-4.570, -1.877, -2.653], [-3.685, -2.751, -0.529], [-1.867, -5.903, -2.482], [-2.790, -5.196, -4.703], [-1.187, -5.391, -0.497], [-2.833, -5.483, 0.232], [-1.956, -3.972, 0.373], [-0.585, -0.745, 1.242], [-0.732, -2.516, 1.789], [-0.227, -1.319, -0.428], [-0.505, 0.981, 0.764], [-1.121, -0.267, 2.896], [1.128, -0.705, 1.718], [-2.348, -0.770, 0.750]],
  "multiplicity": 1,
  "charge": 10,
  "energy_ev": -162052.123
}

=====

{
  "formula": "C5H12N3O",
  "method": "the ωB97M-V functional and the def2-TZVPD basis",
  "elements": ["C", "O", "N", "C", "N", "C", "C", "N", "C", "H", "H", "H", "H", "H", "H", "H", "H", "H", "H", "H", "H"],
  "xyz": [[-3.448, -0.013, -0.139], [-2.242, -0.190, 0.590], [-1.154, 0.181, -0.235], [-0.782, 1.859, -0.087], [0.373, 2.331, -0.027], [1.495, 1.461, 0.047], [1.211, -0.046, -0.332], [2.364, -0.927, 0.242], [-0.040, -0.493, 0.388], [-3.584, 1.081, -0.405], [-4.156, -0.412, 0.499], [-3.457, -0.501, -1.113], [-1.519, 2.502, -0.365], [1.703, 1.515, 1.203], [2.395, 1.862, -0.436], [1.191, -0.144, -1.419], [2.969, -1.187, -0.568], [1.952, -1.761, 0.444], [2.789, -0.522, 1.112], [-0.072, -1.517, 0.246], [-0.095, -0.253, 1.450]],
  "smiles": "CON1C=NC[C@@H]([NH3+])C1",
  "multiplicity": 1,
  "charge": 1,
  "energy_ev": -11886.427
}

=====

{
  "formula": "C24H36O24",
  "method": "the ωB97M-V functional and the def2-TZVPD basis",
  "elements": ["C", "O", "C", "O", "O", "C", "H", "H", "H", "H", "H", "H", "C", "O", "C", "O", "O", "C", "H", "H", "H", "H", "H", "H", "O", "C", "O", "C", "C", "O", "H", "H", "H", "H", "O", "C", "O", "C", "C", "O", "H", "H", "H", "H", "O", "C", "O", "C", "C", "O", "H", "H", "H", "H", "O", "C", "O", "C", "C", "O", "H", "H", "H", "H", "O", "C", "O", "C", "C", "O", "H", "H", "H", "H", "O", "C", "O", "C", "C", "O", "H", "H", "H", "H"],
  "xyz": [[-0.572, 3.812, -3.006], [-0.152, 3.457, -1.716], [-0.632, 4.070, -0.666], [-1.442, 4.963, -0.721], [-0.122, 3.576, 0.488], [-0.490, 4.031, 1.805], [-1.658, 3.726, -3.028], [-0.196, 3.053, -3.692], [-0.239, 4.757, -3.437], [0.289, 4.036, 2.568], [-1.244, 3.344, 2.188], [-0.926, 5.030, 1.828], [-4.521, -4.008, 1.317], [-5.510, -4.530, 2.189], [-5.357, -5.244, 3.277], [-4.295, -5.847, 3.684], [-6.547, -5.200, 3.918], [-6.678, -5.899, 5.169], [-4.879, -3.300, 0.570], [-4.125, -4.853, 0.753], [-3.666, -3.567, 1.830], [-7.694, -5.808, 5.551], [-6.000, -5.411, 5.869], [-6.406, -6.944, 5.023], [2.643, -5.770, -2.524], [2.725, -4.699, -1.873], [3.638, -3.705, -2.149], [3.670, -2.825, -1.090], [2.682, -3.360, -0.099], [1.995, -4.325, -0.811], [4.682, -2.910, -0.695], [3.411, -1.812, -1.399], [1.971, -2.586, 0.189], [3.204, -3.754, 0.773], [-1.916, -2.858, 0.342], [-1.295, -1.753, 0.247], [-0.371, -1.525, -0.638], [-0.047, -0.177, -0.640], [-0.665, 0.342, 0.666], [-1.492, -0.708, 1.003], [1.032, -0.028, -0.584], [-0.575, 0.309, -1.460], [-1.211, 1.285, 0.679], [0.221, 0.468, 1.287], [4.696, 0.451, -2.286], [4.433, 1.277, -1.444], [5.331, 1.874, -0.663], [4.766, 2.662, 0.309], [3.340, 2.738, -0.183], [3.276, 1.809, -1.182], [4.688, 2.159, 1.273], [5.168, 3.669, 0.418], [3.217, 3.711, -0.658], [2.716, 2.514, 0.682], [-6.925, 2.309, -2.075], [-5.865, 1.804, -1.676], [-4.683, 2.180, -2.040], [-3.690, 1.456, -1.314], [-4.438, 0.249, -0.691], [-5.810, 0.818, -0.787], [-2.961, 1.066, -2.025], [-3.229, 1.923, -0.443], [-4.134, 0.096, 0.344], [-4.385, -0.656, -1.296], [1.540, 1.868, 2.820], [2.533, 1.591, 3.479], [3.571, 0.857, 3.069], [4.618, 0.894, 4.066], [4.138, 1.874, 5.068], [2.774, 2.089, 4.688], [4.745, -0.006, 4.669], [5.608, 1.011, 3.625], [4.631, 2.844, 4.998], [4.211, 1.384, 6.039], [1.684, -2.307, -5.022], [1.588, -1.068, -4.962], [0.917, -0.282, -5.889], [1.141, 1.063, -5.686], [1.707, 1.083, -4.298], [2.083, -0.257, -3.972], [1.795, 1.575, -6.392], [0.267, 1.699, -5.543], [1.018, 1.564, -3.604], [2.682, 1.559, -4.396]],
  "smiles": "COC(=O)OC.COC(=O)OC.O=C1OCCO1.O=C1OCCO1.O=C1OCCO1.O=C1OCCO1.O=C1OCCO1.O=C1OCCO1",
  "multiplicity": 1,
  "energy_ev": -74607.807
}

=====

{
  "formula": "C2H3N3",
  "method": "the ωB97M-V functional and the def2-TZVPD basis",
  "elements": ["N", "C", "C", "N", "N", "H", "H", "H"],
  "xyz": [[1.114, 0.641, 0.138], [0.245, -0.142, 0.664], [-0.904, -0.522, -0.122], [-0.795, 0.068, -1.299], [-0.118, 0.765, -1.905], [1.895, 0.866, 0.742], [0.304, -0.553, 1.675], [-1.738, -1.159, 0.125]],
  "multiplicity": 1,
  "energy_ev": -6590.434
}